The molecule C4H4Cl3N2P. Source: OMol25; level of theory: ωB97M-V/def2-TZVPD.

The geometry in XYZ format:
```
14
Properties=species:S:1:pos:R:3:forces:R:3:lowdin_charge:R:1
C 0.483894 3.059860 -1.118383 -0.1 -0.6 -0.5 -0.104
C 1.569798 3.094702 -0.217963 -1.5 -0.6 -0.9 -0.882
C -0.158200 1.863981 -0.711018 2.8 1.3 0.6 -0.781
C -0.535335 -1.401812 0.734119 0.4 0.4 -0.4 -0.380
N 1.570002 2.060605 0.602332 -0.3 -0.4 0.3 -0.033
N 0.518599 1.292935 0.289340 -0.1 -0.3 -0.2 -0.184
P -1.981415 -0.286718 0.494009 0.0 -1.3 -0.4 0.375
Cl 2.790925 4.245797 -0.132744 0.8 0.8 0.0 0.669
Cl -1.448677 0.919068 -1.342420 -0.3 0.0 -0.3 0.763
Cl -1.799617 1.100151 1.853365 -0.3 0.5 0.9 0.332
H 0.397308 3.598845 -2.054911 -0.3 0.2 0.4 0.089
H -0.378925 -1.978203 -0.201617 0.1 0.6 0.2 0.047
H 0.431911 -0.930137 1.118927 -1.7 -0.8 -0.4 0.066
H -1.060168 -2.155929 1.334639 0.5 0.0 0.6 0.023
```
Positions in Å, forces in eV/Å.

## Properties
- Multiplicity: 1
- Maximum force: 3.20 eV/Å
- Gap between HOMO and LUMO: 0.26010 Eh
- Relative energy (zero: lowest compared OMol25 entry of this formula, charge and spin): 274.1 kJ/mol
- E_LUMO: -1.10 eV



A structure of composition C9H16ClIMnN2O2P. Source: OMol25; level of theory: ωB97M-V/def2-TZVPD.

The geometry in XYZ format:
```
33
Properties=species:S:1:pos:R:3:forces:R:3:lowdin_charge:R:1
C 1.996563 -3.054151 -0.089452 0.3 0.5 1.3 -0.048
C 0.896827 -2.151709 -0.533810 0.5 0.8 -4.7 -0.460
H 2.083868 -3.931170 -0.750990 -0.1 0.4 -0.1 0.121
H 1.805321 -3.407493 0.934104 0.0 -0.1 -0.4 0.059
H 2.952538 -2.511698 -0.065393 -0.1 -0.2 -0.2 0.112
O 1.079253 -1.200483 -1.385987 -0.7 -3.1 3.1 -0.057
I 2.628041 1.571228 2.331313 1.2 1.2 0.8 0.726
Mn 1.568736 -0.198336 1.192279 -0.3 -2.5 2.5 -0.038
P -0.828460 -2.835857 -0.585111 -0.8 -0.2 0.1 0.943
C -1.797194 -1.896843 -1.757113 -0.1 0.4 -0.3 -0.141
C -0.690681 -4.506564 -1.226710 0.3 -0.4 0.0 -0.138
H -0.818568 -2.588815 1.787039 -0.4 -0.2 -0.2 -0.028
H -1.911222 -3.902439 1.229473 0.0 0.3 0.0 0.086
H -2.417181 -2.183711 1.072976 0.2 -0.2 0.0 0.072
C -1.566813 -2.876954 1.030230 -0.2 -0.1 0.6 -0.170
H -0.694627 -5.226570 -0.398541 0.1 0.1 -0.2 0.086
H -1.565577 -4.692788 -1.862703 0.2 0.0 0.2 0.084
H -2.231445 -2.603724 -2.478957 0.1 0.3 0.2 0.082
H -1.147889 -1.187995 -2.287638 -0.3 -0.2 0.1 0.065
H 0.217356 -4.638965 -1.829037 -0.3 0.0 0.1 0.079
H -2.609543 -1.361516 -1.250087 0.2 -0.1 -0.1 0.071
C 2.120680 0.358725 -0.546990 1.8 5.9 -5.6 -0.180
O 2.172185 1.149779 -1.411059 0.1 -3.7 3.7 0.188
Cl 1.141665 -1.721747 2.787550 0.3 0.7 -0.3 0.192
N -0.719719 1.051590 -0.339446 -0.4 0.1 -0.1 0.032
C -1.987460 1.462030 -0.163569 0.4 -0.3 0.5 -0.019
C -2.357845 1.094713 1.123724 0.1 -0.2 0.1 -0.004
C -1.246858 0.459538 1.680443 0.2 0.4 -1.1 -0.104
N -0.236497 0.424790 0.767631 -2.2 0.4 -0.3 -0.143
H -0.177930 1.156149 -1.198815 -0.1 -0.1 0.6 0.155
H -2.525642 1.971030 -0.946039 0.0 0.1 0.0 0.147
H -3.305377 1.248820 1.605485 -0.1 0.1 0.0 0.123
H -1.097368 0.038210 2.661121 0.0 0.0 0.0 0.108
```
Positions in Å, forces in eV/Å.

## Properties
- Multiplicity: 5
- Maximum force: 8.34 eV/Å
- Gap between HOMO and LUMO (spin up / spin down): 0.23102 / 0.26590 Eh
- Relative energy (zero: lowest compared OMol25 entry of this formula, charge and spin): 36.4 kJ/mol
- E_LUMO (spin up / spin down): -9.80 / -9.07 eV
- Charge: +2



A cluster of 2 separate species, C5H12O in total. Source: OMol25; level of theory: ωB97M-V/def2-TZVPD.

The geometry in XYZ format:
```
18
Properties=species:S:1:pos:R:3:forces:R:3:lowdin_charge:R:1
C 2.673721 0.146033 0.382018 0.3 -0.1 0.1 -0.122
O 1.480135 0.557359 -0.232877 0.0 0.0 -0.1 -0.194
C 0.618455 -0.511821 -0.493476 -0.3 0.0 -0.1 -0.351
C -0.564160 -0.147093 -1.271543 0.1 -0.4 0.1 0.008
C -1.486869 1.552642 1.151107 0.0 0.0 0.0 -0.042
C -1.580247 -1.229112 -1.244516 0.1 0.0 0.0 -0.162
H 2.488079 -0.366488 1.339939 0.0 0.1 -0.1 0.088
H 3.267690 1.042976 0.571942 -0.1 -0.1 0.0 0.089
H 3.252399 -0.533231 -0.264971 -0.1 0.1 0.1 0.088
H 1.075380 -1.236818 -1.215795 -0.1 0.0 0.0 0.158
H 0.426907 -1.103613 0.427459 0.0 0.1 -0.1 0.135
H -1.241642 1.471337 0.084920 -0.1 0.1 0.2 -0.010
H -0.778107 2.241076 1.614680 -0.1 -0.1 0.0 0.027
H -2.505120 1.931777 1.262911 0.1 0.0 0.0 0.023
H -1.406828 0.572427 1.630284 0.0 0.1 -0.1 0.025
H -1.915169 -1.445711 -2.263906 0.0 0.0 0.1 0.078
H -1.343747 -2.165472 -0.712368 0.0 0.1 -0.1 0.073
H -2.460871 -0.776269 -0.765815 0.1 0.0 0.0 0.089
```
Positions in Å, forces in eV/Å.

## Properties
- Multiplicity: 1
- Maximum force: 0.43 eV/Å
- Gap between HOMO and LUMO: 0.32108 Eh
- Relative energy (zero: lowest compared OMol25 entry of this formula, charge and spin): 428.5 kJ/mol
- E_LUMO: 0.27 eV



A structure of composition C5H9NS. Source: OMol25; level of theory: ωB97M-V/def2-TZVPD.

The geometry in XYZ format:
```
16
Properties=species:S:1:pos:R:3:forces:R:3:lowdin_charge:R:1
C -2.463129 -0.456858 0.062957 -1.0 4.3 0.1 -0.180
C -0.274224 -1.254917 0.260470 -0.6 2.1 -1.6 -0.142
C 0.181734 0.310359 -0.026127 -2.5 -0.1 1.4 -0.902
C 1.107343 0.677994 1.098451 0.6 1.2 1.1 -0.178
C 0.815142 0.396739 -1.371259 1.0 0.9 -1.8 -0.158
N -1.733154 -1.396001 0.161230 1.7 -2.0 -0.6 -0.022
S -1.244714 1.458988 0.109447 -1.6 -2.9 -0.4 0.717
H -3.575608 -0.291416 0.040549 1.4 -0.4 0.0 0.092
H 0.317089 -1.836974 -0.500915 -0.9 0.0 1.1 0.130
H -0.116913 -1.473189 1.292379 0.9 -0.5 0.6 0.096
H 1.946661 -0.040047 0.945028 0.1 1.0 0.9 0.089
H 0.689399 0.713891 2.167729 0.3 -1.0 -1.7 0.102
H 1.317634 1.779025 1.011243 0.8 -1.1 -0.3 0.082
H 0.171661 -0.066870 -2.169132 1.1 -0.5 0.9 0.101
H 1.873935 0.095336 -1.197435 -0.7 -0.8 -1.0 0.087
H 0.987142 1.383946 -1.884612 -0.5 -0.2 1.3 0.088
```
Positions in Å, forces in eV/Å.

## Properties
- Multiplicity: 1
- Maximum force: 4.43 eV/Å
- Gap between HOMO and LUMO: 0.33157 Eh
- Relative energy (zero: lowest compared OMol25 entry of this formula, charge and spin): 223.5 kJ/mol
- E_LUMO: 0.63 eV



A structure of composition C20H26AsMoN5O3. Source: OMol25; level of theory: ωB97M-V/def2-TZVPD.

The geometry in XYZ format:
```
56
Properties=species:S:1:pos:R:3:forces:R:3:lowdin_charge:R:1
Mo 0.084432 0.183924 -0.015304 -0.8 0.3 0.4 1.530
N -10.804523 -0.055061 0.061035 0.0 0.0 0.0 0.152
C -9.655721 -0.023273 0.053117 0.0 0.0 0.0 -0.186
C -8.218016 0.016530 0.043205 0.0 0.0 0.0 -0.234
C -7.527455 0.424390 1.182383 0.0 0.0 0.0 -0.016
C -6.144656 0.464058 1.166307 0.0 0.0 0.0 -0.011
C -5.439947 0.092165 0.025318 0.0 0.0 0.0 -0.200
C -6.137608 -0.317376 -1.106577 0.0 0.0 0.0 -0.008
C -7.521217 -0.353062 -1.104532 0.0 0.0 0.0 -0.015
C -3.947862 0.122734 0.015029 0.0 -0.2 0.0 -0.064
C -3.346714 1.375580 -0.053562 -0.2 0.2 0.0 -0.271
C -4.066531 2.599878 -0.162502 0.0 -0.2 0.0 -0.038
C -3.133231 3.602492 -0.176624 0.2 0.1 0.0 -0.080
C -1.878613 2.960933 -0.080444 -0.1 0.0 0.0 -0.178
N -1.982437 1.632167 -0.009526 0.3 -0.1 0.1 -0.015
C -3.313019 -1.106833 0.072790 0.0 0.0 0.0 -0.274
C -3.954409 -2.373591 0.193929 -0.1 0.0 0.0 -0.038
C -2.959847 -3.314461 0.201694 0.1 0.0 0.0 -0.078
C -1.743635 -2.594101 0.086308 -0.1 0.0 0.0 -0.177
N -1.937894 -1.285792 0.009646 0.4 0.3 0.1 -0.019
H -8.078675 0.708149 2.068536 0.0 0.0 0.0 0.120
H -5.598372 0.785004 2.043730 0.0 0.0 0.0 0.128
H -5.585276 -0.607164 -1.990944 0.0 0.0 0.0 0.130
H -8.067142 -0.667014 -1.983733 0.0 0.0 0.0 0.120
H -5.138357 2.696511 -0.228520 0.0 0.0 0.0 0.107
H -3.300151 4.664868 -0.253701 0.0 0.0 0.0 0.089
H -0.908057 3.425002 -0.073700 -0.1 0.0 0.0 0.076
H -5.018834 -2.530737 0.269342 0.0 0.0 0.0 0.106
H -3.054041 -4.385750 0.278459 0.0 0.0 0.0 0.088
H -0.747291 -3.003444 0.052622 0.0 0.0 0.0 0.081
C 4.739315 1.981235 -1.001930 -0.1 0.0 -0.1 -0.196
As 3.376604 0.657444 -1.355480 0.3 -0.4 -0.1 0.976
C 4.361365 -0.893965 -1.940303 -0.1 0.1 -0.1 -0.201
C 2.252078 1.192241 -2.828096 0.0 0.0 0.0 -0.194
O 2.513159 0.233297 -0.018469 0.1 0.4 0.3 -0.574
H 5.339315 2.155596 -1.894148 0.0 0.0 0.0 0.040
H 5.365328 1.577062 -0.207953 0.0 0.0 0.0 0.045
H 4.289202 2.911031 -0.668485 0.0 0.0 0.0 0.021
H 4.979402 -0.693196 -2.814190 0.0 0.0 0.0 0.038
H 3.640237 -1.679663 -2.158861 0.0 0.0 0.0 0.042
H 4.984020 -1.210404 -1.105419 0.0 0.0 0.0 0.041
H 2.844016 1.423319 -3.712240 0.0 0.0 0.0 0.043
H 1.651837 2.049187 -2.535273 0.0 0.0 0.0 0.021
H 1.595292 0.349354 -3.046629 0.0 0.0 0.0 0.043
N -0.062013 1.453667 2.769861 0.0 -0.2 0.0 -0.007
N -0.064566 0.144328 2.166741 -0.1 0.1 -0.1 -0.135
H -0.461291 1.376816 3.699324 -0.1 0.1 0.0 0.078
H -0.671059 2.029299 2.195794 0.0 0.0 0.0 0.049
H -0.909399 -0.377617 2.391721 0.0 -0.1 0.0 0.098
H 0.748257 -0.357717 2.507788 0.0 0.0 0.0 0.105
C 1.609091 3.014487 0.084304 0.0 0.0 0.4 -0.250
O 0.617916 2.061307 -0.012239 0.0 0.1 -0.6 -0.562
H 2.397400 2.702279 0.778510 0.0 0.0 0.0 0.073
H 1.194595 3.959903 0.459940 0.0 0.0 0.0 0.080
H 2.070870 3.246418 -0.885499 0.0 0.0 0.0 0.050
O 0.618797 -1.380028 -0.166209 0.3 -0.6 -0.3 -0.548
```
Positions in Å, forces in eV/Å.

## Properties
- Multiplicity: 1
- Maximum force: 0.96 eV/Å
- Gap between HOMO and LUMO: 0.25257 Eh
- Relative energy (zero: lowest compared OMol25 entry of this formula, charge and spin): 249.9 kJ/mol
- E_LUMO: -0.11 eV



What is the formula in the fourth record?
C5H9NS